The following is a quantum chemistry calculation of a structure of composition C11H21KN3OS, from the OMol25 dataset.

The geometry in ORCA input format:
```
! RIJCOSX wB97M-V def2-TZVPD def2/J DEFGRID3
* xyz 1 1
K -2.842 -0.037 -0.543
O -2.958 -0.024 1.942
S -2.688 1.246 2.704
C -2.849 0.805 4.466
C -1.545 1.180 5.157
C -0.440 0.829 4.167
C -0.880 1.424 2.835
H -2.983 -0.278 4.426
H -3.746 1.257 4.881
H -1.454 0.635 6.096
H -1.522 2.246 5.396
H -0.344 -0.255 4.078
H 0.529 1.226 4.467
H -0.464 0.938 1.951
H -0.671 2.493 2.772
C 1.176 -2.794 -3.470
C 0.223 -3.009 -2.316
N -0.451 -1.745 -2.037
C 0.258 -0.554 -1.946
N -0.291 0.428 -1.303
C 0.454 1.675 -1.198
C 1.355 1.921 -2.393
C 2.248 0.711 -2.573
N 1.443 -0.504 -2.614
C 2.143 -1.690 -3.096
H 0.615 -2.520 -4.365
H 1.727 -3.708 -3.686
H 0.768 -3.378 -1.439
H -0.539 -3.746 -2.569
H -1.150 -1.812 -1.315
H 1.054 1.673 -0.279
H -0.258 2.497 -1.091
H 1.960 2.816 -2.252
H 0.752 2.070 -3.291
H 2.983 0.646 -1.762
H 2.805 0.769 -3.510
H 2.846 -2.043 -2.330
H 2.737 -1.389 -3.960
*
```

Output
Highest occupied orbital energy = -11.283 eV
Frontier orbital gap = 8.6 eV
Max |F| = 0.009 Eh/bohr



The following is a quantum chemistry calculation of a cluster of 2 separate species, C11H21N2O5 in total, from the OMol25 dataset.

The geometry in ORCA input format:
```
! RIJCOSX wB97M-V def2-TZVPD def2/J DEFGRID3
* xyz -1 1
C 3.535 -2.302 1.032
C 1.946 -2.417 0.905
O 1.617 -3.827 0.609
C 1.295 -1.526 -0.258
O 1.925 -0.249 -0.491
N 1.929 0.571 0.601
C 0.583 1.028 1.038
C -0.440 1.358 -0.136
C -1.921 1.683 0.460
C -2.483 0.528 1.424
C -2.565 -0.911 0.703
O -3.928 -1.438 0.885
C 0.820 2.424 1.842
O 0.814 3.526 1.175
O 1.054 2.487 3.192
H 3.921 -3.357 1.277
H 3.744 -1.675 1.977
H 4.033 -1.854 0.109
H 1.377 -2.173 1.871
H 0.760 -3.747 0.125
H 1.432 -2.132 -1.235
H 0.147 -1.468 -0.120
H 2.526 0.245 1.368
H 0.198 0.290 1.821
H -0.148 2.241 -0.792
H -0.607 0.472 -0.860
H -1.875 2.696 0.980
H -2.666 1.752 -0.418
H -1.920 0.438 2.417
H -3.560 0.845 1.702
H -1.793 -1.624 1.149
H -2.322 -0.769 -0.413
H -3.840 -2.371 0.570
C -0.216 1.970 -4.409
C -1.339 1.693 -3.458
N -2.220 1.474 -2.710
H -0.571 2.591 -5.232
H 0.589 2.493 -3.889
H 0.170 1.032 -4.811
*
```

Output
Highest occupied orbital energy = -3.923 eV
Frontier orbital gap = 6.5 eV
Max |F| = 0.107 Eh/bohr



The following is a quantum chemistry calculation of an isolated molecule of C11H21N3O3, from the OMol25 dataset.

The geometry in ORCA input format:
```
! RIJCOSX wB97M-V def2-TZVPD def2/J DEFGRID3
* xyz 0 1
C 0.594 0.853 2.327
C -0.263 -0.459 2.589
C -0.407 -1.420 1.384
C -0.992 -2.716 1.993
C -1.252 -1.064 0.134
N -1.071 0.279 -0.510
C -0.096 0.734 -1.358
O 0.932 0.127 -1.595
C -0.319 2.246 -1.821
N 0.892 2.999 -1.591
C 0.988 3.780 -0.457
C 2.419 4.076 0.042
O 0.077 4.066 0.286
C -1.174 -2.275 -0.804
O -2.199 -2.934 -0.991
N -0.150 -2.484 -1.603
C -0.224 -3.459 -2.703
H 0.889 1.309 3.335
H 1.343 0.526 1.620
H -0.107 1.414 1.720
H 0.361 -0.992 3.167
H -1.182 -0.010 3.003
H 0.570 -1.742 0.990
H -1.288 -2.590 3.080
H -1.928 -2.973 1.594
H -0.359 -3.565 1.877
H -2.255 -1.121 0.551
H -1.901 0.837 -0.420
H -0.478 2.137 -2.853
H -1.144 2.622 -1.222
H 1.646 2.666 -2.182
H 2.319 3.632 1.004
H 3.124 3.497 -0.509
H 2.583 5.113 0.081
H 0.712 -2.005 -1.288
H 0.480 -3.080 -3.514
H -1.235 -3.522 -3.048
H 0.095 -4.506 -2.307
*
```

Output
Relative energy (zero: lowest compared OMol25 entry of this formula, charge and spin) = 205.2 kJ/mol
Highest occupied orbital energy = -9.237 eV
Frontier orbital gap = 9.9 eV
Max |F| = 0.091 Eh/bohr



The following is a quantum chemistry calculation of an isolated molecule of C11H21N3O3, from the OMol25 dataset.

The geometry in ORCA input format:
```
! RIJCOSX wB97M-V def2-TZVPD def2/J DEFGRID3
* xyz 0 1
N 1.835 2.209 -2.616
C 1.730 0.988 -3.418
C 0.250 0.418 -3.370
C 0.127 -0.424 -2.069
C -1.251 -1.098 -1.927
C -1.495 -1.787 -0.564
N -2.764 -2.343 -0.406
C -1.251 -0.795 0.539
O -1.989 0.220 0.609
N -0.190 -0.821 1.384
C 0.939 -1.715 1.199
C 1.619 -1.610 2.540
C 1.557 -0.085 2.806
C 0.185 0.350 2.237
C 0.191 1.696 1.537
O 0.727 1.872 0.439
O -0.464 2.649 2.203
H 1.749 2.028 -1.604
H 1.040 2.751 -2.827
H 2.026 1.228 -4.462
H 2.398 0.119 -2.991
H -0.508 1.237 -3.398
H 0.118 -0.198 -4.176
H 1.021 -1.075 -1.984
H 0.336 0.281 -1.252
H -2.191 -0.495 -2.121
H -1.236 -2.004 -2.596
H -0.787 -2.574 -0.534
H -3.144 -2.844 -1.252
H -3.458 -1.633 -0.161
H 0.572 -2.732 0.924
H 1.526 -1.239 0.319
H 2.692 -2.085 2.447
H 1.002 -2.138 3.312
H 2.305 0.571 2.276
H 1.714 0.123 3.836
H -0.563 0.337 3.029
H -0.571 3.474 1.619
*
```

Output
Relative energy (zero: lowest compared OMol25 entry of this formula, charge and spin) = 179.0 kJ/mol
Highest occupied orbital energy = -8.687 eV
Frontier orbital gap = 9.4 eV
Max |F| = 0.074 Eh/bohr



The following is a quantum chemistry calculation of an isolated molecule of C11H21N3O5, from the OMol25 dataset.

The geometry in ORCA input format:
```
! RIJCOSX wB97M-V def2-TZVPD def2/J DEFGRID3
* xyz 0 1
N -3.775 1.898 -0.830
C -3.446 0.692 -0.070
C -2.761 -0.268 -1.038
C -2.778 -1.755 -0.631
C -1.738 -2.272 0.329
C -0.276 -1.812 0.042
N 0.829 -2.701 0.461
C -0.142 -0.395 0.669
O -0.820 0.159 1.523
N 0.957 0.265 0.169
C 1.485 1.452 0.687
C 2.967 1.744 0.360
C 3.911 0.477 0.611
C 4.194 -0.437 -0.539
O 5.216 -0.383 -1.167
O 3.082 -1.144 -0.813
C 0.608 2.532 -0.002
O 0.835 3.202 -0.931
O -0.634 2.515 0.506
H -4.483 2.376 -0.346
H -2.935 2.498 -0.929
H -2.810 0.913 0.783
H -4.352 0.188 0.264
H -3.275 -0.246 -2.062
H -1.747 0.065 -1.409
H -2.840 -2.362 -1.533
H -3.829 -1.899 -0.248
H -1.743 -3.323 0.338
H -2.072 -1.929 1.273
H -0.212 -1.598 -1.062
H 1.645 -2.122 0.327
H 0.745 -2.843 1.469
H 1.464 -0.065 -0.680
H 1.289 1.456 1.807
H 3.080 2.082 -0.652
H 3.393 2.529 1.008
H 3.447 -0.170 1.357
H 4.824 0.791 1.135
H 3.325 -1.913 -1.400
H -0.630 1.801 1.225
*
```

Output
Relative energy (zero: lowest compared OMol25 entry of this formula, charge and spin) = 106.3 kJ/mol
Highest occupied orbital energy = -8.880 eV
Frontier orbital gap = 9.1 eV
Max |F| = 0.060 Eh/bohr



The following is a quantum chemistry calculation of a cluster of 4 separate species, C11H22Cl2O9 in total, from the OMol25 dataset.

The geometry in ORCA input format:
```
! RIJCOSX wB97M-V def2-TZVPD def2/J DEFGRID3
* xyz 1 2
Cl -6.142 9.197 8.438
C -4.638 9.238 9.381
C -3.685 8.045 9.162
Cl -4.577 6.678 9.886
H -4.885 9.203 10.443
H -4.100 10.155 9.143
H -2.678 8.091 9.575
H -3.568 7.843 8.097
C -0.057 11.464 10.558
O -0.766 10.386 11.009
C -1.659 10.561 11.991
O -2.186 11.650 12.273
O -2.094 9.396 12.442
C -3.138 9.443 13.387
H 0.276 12.112 11.369
H -0.685 11.994 9.842
H 0.849 11.132 10.053
H -3.236 8.400 13.690
H -4.153 9.528 12.997
H -2.939 10.056 14.266
C -4.661 7.091 1.543
O -5.021 7.758 2.719
C -4.185 8.742 3.266
O -3.090 8.974 2.912
O -4.745 9.133 4.395
C -3.984 10.068 5.210
H -4.734 6.036 1.809
H -3.621 7.262 1.266
H -5.303 7.327 0.695
H -3.627 10.975 4.723
H -3.257 9.552 5.836
H -4.657 10.348 6.021
C -6.623 6.165 12.485
O -6.570 7.608 12.462
C -7.512 8.268 11.722
O -8.455 7.724 11.162
O -7.231 9.582 11.735
C -8.124 10.545 11.226
H -6.789 5.913 11.438
H -7.435 5.803 13.115
H -5.656 5.953 12.940
H -7.577 11.487 11.211
H -8.939 10.690 11.936
H -8.453 10.327 10.210
*
```

Output
Highest occupied orbital energy (spin up / spin down) = -12.586 / -12.586 eV
Frontier orbital gap (spin up / spin down) = 9.0 / 2.2 eV
Max |F| = 0.099 Eh/bohr



The following is a quantum chemistry calculation of a structure of composition C11H22F15O20Pt3S5, from the OMol25 dataset.

The geometry in ORCA input format:
```
! RIJCOSX wB97M-V def2-TZVPD def2/J DEFGRID3
* xyz 1 7
Pt 2.099 -3.476 -0.215
Pt 2.416 1.142 -2.686
Pt 2.830 0.859 2.764
C 4.123 -2.619 -3.928
F 4.807 -2.563 -2.843
F 4.542 -1.693 -4.763
F 4.426 -3.767 -4.523
S 2.236 -2.304 -3.468
O 2.039 -0.841 -3.421
O 1.384 -2.984 -4.473
O 2.022 -2.952 -2.193
C 6.135 -0.517 -0.205
F 6.684 -1.456 0.556
F 6.408 0.683 0.253
F 6.521 -0.483 -1.470
S 4.156 -0.804 -0.157
O 3.901 -2.285 -0.147
O 3.775 -0.146 1.096
O 3.592 -0.186 -1.328
C 0.420 -3.106 3.809
F -0.352 -3.161 2.751
F -0.040 -2.165 4.674
F 0.384 -4.330 4.342
S 2.225 -2.659 3.238
O 2.407 -3.209 1.893
O 2.293 -1.212 3.178
O 3.158 -3.239 4.267
C -1.190 -0.185 0.293
F -1.708 -0.833 1.381
F -1.708 -0.704 -0.830
F -1.663 1.058 0.457
S 0.624 -0.236 0.145
O 1.085 0.476 1.352
O 1.132 -1.634 0.064
O 0.979 0.501 -1.111
C 4.745 3.990 -0.164
F 4.932 4.340 -1.469
F 5.575 2.969 0.153
F 4.864 5.103 0.599
S 2.911 3.349 0.007
O 2.671 2.502 -1.207
O 2.932 2.558 1.249
O 2.051 4.510 0.064
O 1.105 1.150 4.068
H 0.323 1.214 3.520
H 0.790 1.320 4.956
O 0.562 2.433 -3.169
H 0.580 2.806 -4.050
H -0.245 2.772 -2.781
O -0.539 3.891 0.023
H -0.737 3.799 0.955
H 0.374 4.180 0.000
C -4.949 1.941 1.389
C -5.501 2.981 2.348
C -4.992 4.431 2.272
O -6.892 3.173 2.111
H -3.861 1.962 1.462
H -5.327 2.082 0.377
H -5.098 0.929 1.764
H -5.473 2.630 3.379
H -4.961 4.822 1.255
H -3.946 4.527 2.564
H -5.337 5.132 3.032
H -7.129 3.370 1.202
C -4.572 -2.078 -1.897
C -3.985 -3.504 -1.665
C -4.741 -4.558 -2.508
O -2.638 -3.594 -1.954
H -4.176 -1.443 -1.105
H -5.659 -2.024 -1.947
H -4.141 -1.588 -2.770
H -4.155 -3.773 -0.622
H -4.368 -4.770 -3.510
H -5.811 -4.364 -2.582
H -4.886 -5.446 -1.893
H -2.437 -2.690 -2.208
*
```

Output
Relative energy (zero: lowest compared OMol25 entry of this formula, charge and spin) = 265.9 kJ/mol
Highest occupied orbital energy (spin up / spin down) = -11.687 / -11.687 eV
Frontier orbital gap (spin up / spin down) = 7.5 / 5.6 eV
Max |F| = 0.103 Eh/bohr



The following is a quantum chemistry calculation of a cluster of 2 separate species, C11H22I2NO3S in total, from the OMol25 dataset.

The geometry in ORCA input format:
```
! RIJCOSX wB97M-V def2-TZVPD def2/J DEFGRID3
* xyz 1 1
C 0.699 -1.829 1.132
C 0.127 -1.048 -0.173
C -1.484 -1.273 -0.402
I -1.997 -3.383 -0.630
S -2.511 -0.344 0.841
C -3.995 -1.303 1.416
C -5.284 -1.214 0.444
C -6.280 -2.455 0.873
I -8.364 -1.815 1.004
N -3.172 1.059 -0.008
C -3.118 2.048 0.898
O -3.217 2.868 1.851
H 1.082 -1.064 1.920
H -0.135 -2.430 1.645
H 1.597 -2.482 0.788
H 0.746 -1.434 -1.078
H 0.366 0.067 -0.028
H -1.700 -0.778 -1.439
H -4.323 -0.838 2.437
H -3.802 -2.416 1.628
H -5.053 -1.372 -0.671
H -5.916 -0.259 0.566
H -5.958 -2.729 1.958
H -6.101 -3.386 0.222
C 2.841 0.644 -1.862
O 3.440 0.538 -0.578
C 4.867 0.497 -0.647
C 5.478 1.841 -0.260
O 5.191 2.840 -1.237
C 4.163 3.727 -0.815
H 1.778 0.856 -1.729
H 3.286 1.452 -2.451
H 2.946 -0.304 -2.399
H 5.203 0.186 -1.643
H 5.199 -0.260 0.069
H 6.566 1.734 -0.224
H 5.140 2.153 0.735
H 4.539 4.381 -0.022
H 3.282 3.184 -0.460
H 3.872 4.343 -1.668
*
```

Output
Highest occupied orbital energy = -11.298 eV
Frontier orbital gap = 6.1 eV
Max |F| = 0.185 Eh/bohr



The following is a quantum chemistry calculation of a structure of composition C11H22IO4PTl, from the OMol25 dataset.

The geometry in ORCA input format:
```
! RIJCOSX wB97M-V def2-TZVPD def2/J DEFGRID3
* xyz 3 1
C -2.560 2.883 1.335
C -1.267 2.343 0.730
O -1.395 1.146 -0.019
C -2.366 1.184 -1.055
C -1.825 0.521 -2.323
O -0.902 -0.555 -2.064
C -1.321 -1.813 -2.293
P -1.633 -2.708 -0.589
I -3.943 -2.915 -0.323
C -0.946 -1.974 0.920
C 0.500 -1.491 0.772
C 1.499 -2.510 1.317
C 2.904 -1.936 1.430
O 3.862 -2.658 1.627
O 2.997 -0.574 1.358
C 3.621 -0.115 0.147
C 3.828 1.373 0.252
H -2.765 3.873 0.967
H -2.447 2.983 2.400
H -3.398 2.233 1.160
H -0.588 2.111 1.537
H -0.775 3.163 0.155
H -3.231 0.626 -0.732
H -2.651 2.193 -1.306
H -1.246 1.254 -2.863
H -2.618 0.209 -2.984
H -0.559 -2.382 -2.806
H -2.248 -1.917 -2.844
H -1.662 -1.235 1.259
H -0.965 -2.760 1.673
H 0.568 -0.589 1.364
H 0.776 -1.264 -0.244
H 1.570 -3.338 0.629
H 1.179 -2.848 2.289
H 4.562 -0.627 0.033
H 2.998 -0.347 -0.713
H 3.059 1.830 0.861
H 3.801 1.792 -0.747
H 4.798 1.595 0.656
Tl 0.788 3.244 -0.963
*
```

Output
Highest occupied orbital energy = -17.980 eV
Frontier orbital gap = 2.8 eV
Max |F| = 0.056 Eh/bohr



The following is a quantum chemistry calculation of the ion C11H22N with charge +1, from the OMol25 dataset.

The geometry in ORCA input format:
```
! RIJCOSX wB97M-V def2-TZVPD def2/J DEFGRID3
* xyz 1 1
C -0.928 0.816 -1.406
C 0.088 0.736 -0.605
C -2.010 -0.222 -1.225
C -0.401 -1.057 0.483
C 0.294 -2.188 -0.294
C -0.202 -0.999 1.953
C 2.431 0.637 0.241
C 0.973 2.559 0.856
C 1.912 2.216 -1.563
C -2.707 -2.118 0.355
C 1.343 1.514 -0.270
N -1.846 -0.972 0.094
H -1.130 1.444 -2.277
H -3.005 0.219 -1.190
H -1.871 -0.908 -2.060
H -0.335 -3.073 -0.310
H 1.232 -2.477 0.217
H 0.632 -1.894 -1.249
H -0.759 -0.121 2.215
H 0.804 -0.856 2.289
H -0.666 -1.945 2.497
H 2.140 0.197 1.228
H 2.698 -0.146 -0.369
H 3.450 1.153 0.322
H -0.047 2.880 0.733
H 1.735 3.467 0.794
H 0.918 2.133 1.865
H 1.356 3.074 -1.691
H 1.707 1.357 -2.321
H 2.929 2.095 -1.557
H -2.374 -2.884 -0.316
H -2.443 -2.410 1.401
H -3.781 -2.041 0.402
H -2.138 -0.189 0.760
*
```

Output
Relative energy (zero: lowest compared OMol25 entry of this formula, charge and spin) = 289.9 kJ/mol
Highest occupied orbital energy = -13.055 eV
Frontier orbital gap = 10.2 eV
Max |F| = 0.119 Eh/bohr



The following is a quantum chemistry calculation of a structure of composition C11H22N2O, from the OMol25 dataset.

The geometry in ORCA input format:
```
! RIJCOSX wB97M-V def2-TZVPD def2/J DEFGRID3
* xyz 0 1
C -0.577 -4.803 2.823
C -1.372 -4.760 1.735
C -1.591 -3.493 1.065
H -2.770 -3.280 0.945
C -1.174 -2.158 1.465
C -1.571 -0.706 0.971
C -1.215 -0.467 -0.422
C 0.487 -0.748 -0.852
C 1.327 0.331 -0.089
C 0.833 1.750 -0.277
C 1.244 2.218 -1.679
C 0.864 3.685 -2.001
O -0.529 4.032 -2.319
N 1.844 4.463 -1.639
H 2.681 4.095 -1.476
N 1.570 5.998 -1.572
H 1.621 6.290 -2.559
H 0.567 6.121 -1.399
H 2.159 1.844 -2.050
H 0.373 1.686 -2.250
H -0.120 1.963 -0.067
H 1.595 2.591 0.469
H 2.409 0.201 -0.184
H 1.202 0.277 1.221
H 1.017 -1.825 -0.619
H 0.604 -0.683 -1.788
H -1.630 0.334 -0.911
H -1.410 -1.476 -1.042
H -1.136 0.176 1.605
H -2.643 -0.720 1.089
H -1.239 -2.099 2.691
H 0.064 -2.183 1.497
H -1.274 -3.434 0.004
H -1.915 -5.459 1.163
H -0.429 -5.734 3.118
H 0.135 -4.026 3.335
*
```

Output
Relative energy (zero: lowest compared OMol25 entry of this formula, charge and spin) = 870.6 kJ/mol
Highest occupied orbital energy = -9.411 eV
Frontier orbital gap = 10.1 eV
Max |F| = 0.189 Eh/bohr



Question: Look up the max |F| of the tenth one.
Answer: 0.119 Eh/bohr